{
  "formula": "C6H10O",
  "method": "ωB97M-V/def2-TZVPD",
  "symbols": ["C", "C", "C", "C", "C", "O", "C", "H", "H", "H", "H", "H", "H", "H", "H", "H", "H"],
  "positions_angstrom": [[1.691089, -0.882570, 0.142547], [0.408567, -0.069467, -0.136431], [-0.669730, 0.335363, -1.336219], [-1.580572, 0.369220, -0.081464], [-0.773054, -0.851447, 0.395769], [-1.103529, 1.482210, 0.663623], [0.308365, 1.260060, 0.636945], [2.227634, -1.209874, -0.752470], [1.290299, -1.719149, 0.781905], [2.437321, -0.344905, 0.752068], [-0.460518, 1.279616, -1.846521], [-1.067839, -0.385251, -2.075475], [-2.671042, 0.360188, -0.089254], [-0.930831, -1.704255, -0.276714], [-0.617292, -1.221324, 1.427708], [0.824193, 2.087068, 0.124846], [0.686938, 1.214519, 1.669138]],
  "forces_ev_per_a": [[-0.098, 0.030, -0.198], [-0.184, -0.088, -0.062], [0.499, 0.085, 0.092], [-0.309, -0.242, -0.020], [-0.220, -0.200, 0.483], [-0.119, 0.052, 0.179], [0.182, -0.052, 0.017], [-0.250, -0.353, 0.187], [1.092, 0.412, -0.902], [-0.406, 0.068, -0.254], [-0.172, 0.015, 0.214], [0.878, -0.096, 0.529], [0.180, 0.164, -0.250], [-0.124, 0.084, 0.321], [-0.781, 0.507, -0.166], [-0.132, -0.175, 0.051], [-0.036, -0.212, -0.221]],
  "e_tot_ev": -8429.2983,
  "max_force_ev_per_a": 1.5,
  "de_lowest_kj_mol": 187.4,
  "homo_lumo_gap_ev": 10.28
}


{
  "formula": "C3H7N",
  "method": "ωB97M-V/def2-TZVPD",
  "symbols": ["C", "C", "C", "H", "H", "H", "H", "H", "H", "H", "N"],
  "positions_angstrom": [[1.440861, -0.042202, 0.094963], [-0.966618, -0.730208, 0.159832], [-0.816372, 0.777511, 0.120456], [1.951154, 0.940382, -0.068319], [1.354616, -0.185712, 1.164556], [2.173718, -0.823410, -0.325325], [-0.737260, -1.265937, 1.053938], [-1.626487, -1.132192, -0.614915], [-0.505630, 1.355220, 1.005598], [-1.495104, 1.282643, -0.517311], [0.133967, -0.028800, -0.564247]],
  "forces_ev_per_a": [[1.406, -0.095, -1.058], [0.520, 1.502, -1.683], [-0.340, -0.408, 0.849], [-0.503, -0.668, 0.068], [0.024, -0.128, 0.504], [-1.417, 0.921, 0.510], [0.066, -0.323, 0.357], [-0.098, -0.247, 0.898], [-0.120, -0.537, -0.273], [-0.541, 0.643, -0.428], [1.002, -0.659, 0.255]],
  "e_tot_ev": -4712.8877,
  "max_force_ev_per_a": 2.3,
  "de_lowest_kj_mol": 122.5,
  "homo_lumo_gap_ev": 10.36
}


{
  "formula": "C15H30NO7P",
  "method": "ωB97M-V/def2-TZVPD",
  "symbols": ["C", "C", "P", "C", "C", "C", "C", "C", "N", "C", "O", "C", "H", "H", "H", "H", "H", "H", "H", "H", "H", "H", "H", "H", "H", "H", "H", "H", "H", "H", "C", "O", "C", "O", "O", "C", "H", "H", "H", "H", "H", "H", "C", "O", "C", "O", "O", "C", "H", "H", "H", "H", "H", "H"],
  "positions_angstrom": [[1.464893, 5.276730, 1.847131], [-0.085636, 5.032699, 2.320763], [-1.020686, 3.688523, 1.340313], [-0.082861, 2.029655, 1.255864], [1.048391, 1.801836, 2.419164], [-2.755494, 3.530793, 2.121595], [-3.463310, 4.980127, 1.682207], [-3.798524, 2.375995, 1.605786], [-4.909846, 2.484647, 2.668796], [-4.413176, 3.200746, 3.941985], [-5.128038, 3.735395, 4.940215], [-2.754479, 3.169593, 3.736126], [2.152121, 4.807000, 2.692710], [1.671961, 6.449896, 1.836305], [1.624777, 4.777602, 0.794343], [-0.215305, 4.831320, 3.478422], [-0.659489, 6.058414, 2.111618], [0.485334, 2.017917, 0.207724], [-0.821940, 1.121450, 1.296252], [0.616377, 1.733938, 3.517612], [1.531573, 0.729971, 2.210774], [1.947508, 2.565184, 2.319971], [-2.692439, 5.525896, 0.961107], [-3.543019, 5.652163, 2.641371], [-4.496191, 4.780159, 1.165756], [-4.220200, 2.400180, 0.513976], [-3.305745, 1.300485, 1.699546], [-5.252840, 1.557903, 3.046520], [-2.119323, 3.939213, 4.382320], [-2.336226, 2.055598, 3.711893], [-0.417524, -2.829421, -0.059694], [0.648117, -1.881582, -0.074374], [1.748081, -2.288759, -0.756741], [1.880907, -3.358415, -1.330507], [2.674608, -1.299647, -0.690184], [3.894230, -1.591222, -1.369764], [-1.244184, -2.399658, 0.512690], [-0.770293, -3.029581, -1.076563], [-0.103394, -3.755843, 0.431874], [3.713788, -1.741924, -2.439059], [4.380688, -2.468186, -0.930622], [4.560893, -0.732703, -1.251140], [1.479238, -5.509566, -2.847377], [1.203331, -5.568211, -4.245461], [2.053615, -6.357140, -4.949696], [2.992309, -6.988835, -4.490534], [1.678534, -6.321521, -6.253257], [2.490326, -7.112196, -7.119370], [0.738834, -4.851633, -2.384116], [1.389353, -6.502034, -2.394099], [2.473913, -5.089034, -2.667513], [2.440870, -8.168783, -6.836813], [3.525429, -6.755783, -7.110227], [2.100164, -7.009349, -8.135619]],
  "forces_ev_per_a": [[-0.337, -0.026, 0.964], [-0.460, 1.080, 1.285], [-0.281, -0.025, -1.774], [1.354, -0.771, 0.867], [0.715, -1.368, -0.374], [-1.082, 0.145, 0.400], [1.052, 0.124, 0.693], [0.990, -1.371, 0.991], [0.642, 0.267, 2.344], [-0.939, 1.246, 2.871], [4.255, -3.682, -6.594], [-0.994, 0.908, -1.258], [-1.230, 0.921, -2.141], [-0.383, -2.703, -0.212], [-0.050, 1.144, 2.135], [0.703, 0.575, -2.195], [0.958, -2.423, 0.391], [-1.421, -0.009, 2.279], [1.241, 1.808, -0.232], [0.824, 0.503, -2.312], [-0.955, 2.253, 0.485], [-2.121, -1.460, 0.411], [-1.969, -1.141, 1.296], [-0.218, -1.232, -1.891], [2.078, 0.611, 1.118], [0.738, 0.593, 2.204], [-0.748, 2.108, -0.161], [0.250, 1.401, -0.989], [-1.605, -1.884, -1.290], [-0.993, 2.376, 0.669], [-0.400, -0.343, 0.020], [0.973, -0.158, -0.507], [0.139, -0.104, -0.077], [-0.100, 1.990, 1.223], [-0.972, -0.725, 0.069], [0.519, -0.095, -0.276], [0.340, 0.148, -0.084], [0.158, -0.070, 0.167], [-0.007, 0.111, -0.225], [0.005, -0.130, 0.230], [-0.177, 0.068, -0.184], [-0.366, -0.050, 0.137], [0.011, -0.152, 0.505], [0.624, -0.764, -0.989], [0.227, -0.111, 0.378], [-1.312, 0.871, -0.713], [0.154, 0.068, 0.922], [0.258, -0.260, -0.309], [0.188, -0.256, -0.523], [0.174, 0.067, -0.153], [-0.306, -0.285, -0.092], [0.148, 0.221, 0.051], [-0.156, -0.178, 0.128], [-0.135, 0.165, 0.320]],
  "e_tot_ev": -41147.2716,
  "max_force_ev_per_a": 8.7,
  "de_lowest_kj_mol": 468.5,
  "homo_lumo_gap_ev": 8.10
}


{
  "formula": "C16H16F2N3O3RuS3",
  "method": "ωB97M-V/def2-TZVPD",
  "symbols": ["Ru", "C", "S", "C", "S", "N", "N", "C", "C", "C", "C", "C", "C", "N", "H", "H", "H", "H", "H", "H", "H", "H", "C", "C", "C", "C", "C", "C", "C", "S", "O", "O", "O", "H", "H", "H", "H", "H", "H", "H", "F", "C", "F", "H"],
  "positions_angstrom": [[-0.768178, -0.868206, -0.550841], [1.887752, -2.252006, 3.926997], [1.643917, -3.502648, 2.661684], [0.584085, -2.702439, 1.541993], [0.183724, -1.043834, 1.640094], [0.116823, -3.515835, 0.604210], [-0.553178, -2.910638, -0.356204], [-1.465800, -3.783018, -1.004931], [-2.764392, -3.299252, -1.168051], [-3.791490, -4.045127, -1.780215], [-5.031556, -3.471609, -1.928269], [-5.242024, -2.170862, -1.473236], [-4.180255, -1.492268, -0.889415], [-2.978552, -2.025072, -0.731319], [2.571498, -2.703679, 4.644255], [0.948205, -2.009725, 4.417860], [2.338419, -1.352927, 3.512810], [-1.139189, -4.767801, -1.304396], [-3.584836, -5.047997, -2.129487], [-5.834690, -4.022830, -2.399842], [-6.200577, -1.683766, -1.579575], [-4.300979, -0.472207, -0.544010], [4.167353, 5.286032, 1.842758], [3.241869, 4.371908, 1.085205], [3.486685, 4.049449, -0.247344], [2.634123, 3.216124, -0.951681], [1.520999, 2.693342, -0.307563], [1.255580, 2.996289, 1.019696], [2.116939, 3.837541, 1.705255], [0.497371, 1.580514, -1.188837], [1.246599, 0.313860, -1.278375], [0.144681, 2.172746, -2.445431], [-0.682036, 1.284836, -0.293976], [5.037516, 5.551616, 1.244325], [4.518094, 4.814186, 2.761697], [3.657733, 6.209285, 2.124323], [4.360261, 4.458045, -0.741294], [2.821519, 2.978397, -1.990527], [0.381993, 2.579620, 1.501589], [1.912137, 4.081820, 2.741445], [-2.082614, 0.015621, -2.635080], [-1.026384, -0.887751, -2.618021], [-1.454428, -2.003503, -3.266461], [-0.194716, -0.456234, -3.171814]],
  "forces_ev_per_a": [[-0.649, 0.088, 0.064], [0.063, 0.015, 0.001], [-0.108, -0.033, -0.011], [0.087, -0.162, -0.055], [0.221, 0.025, 0.319], [-0.004, 0.139, 0.141], [0.067, -0.330, -0.474], [0.088, 0.222, 0.227], [0.075, -0.055, 0.099], [-0.072, -0.013, -0.014], [0.007, -0.033, -0.021], [-0.015, 0.006, 0.020], [0.049, -0.003, 0.048], [-0.059, 0.155, -0.082], [-0.022, 0.019, 0.015], [0.010, 0.012, 0.005], [-0.008, -0.007, -0.015], [0.047, 0.018, -0.030], [-0.005, 0.011, 0.018], [0.005, 0.006, 0.008], [0.012, -0.003, 0.000], [0.015, 0.007, -0.024], [-0.016, -0.008, -0.011], [0.053, 0.032, 0.001], [0.023, 0.002, -0.018], [-0.086, 0.043, 0.054], [-0.012, 0.115, 0.249], [0.052, 0.029, -0.014], [-0.020, -0.011, 0.018], [0.205, -0.219, -0.185], [0.107, 0.079, -0.112], [0.023, 0.066, 0.051], [-0.068, -0.253, -0.247], [-0.001, -0.002, 0.000], [-0.004, -0.005, -0.003], [-0.003, -0.005, -0.006], [-0.014, 0.003, 0.002], [0.001, -0.014, 0.010], [0.009, -0.004, -0.007], [0.000, -0.002, -0.011], [0.121, -0.177, -0.212], [-0.281, 0.281, 0.188], [0.056, -0.025, 0.013], [0.050, -0.008, 0.002]],
  "e_tot_ev": -67983.3097,
  "max_force_ev_per_a": 0.7,
  "multiplicity": 6,
  "s2": 8.80,
  "homo_lumo_gap_ev": [7.65, 6.52]
}